Record 1
C36H34BI2N10Sn | the ωB97M-V functional and the def2-TZVPD basis

Properties
Total charge: +1
Kohn-Sham gap, hartree: 0.240
LUMO level, eV: -3.94
HOMO level, Eh: -0.3847

Structure (XYZ):
```
84
Properties=species:S:1:pos:R:3:lowdin_charge:R:1
Sn 0.02942 0.60509 -0.06108 1.286
C -2.51198 0.04708 -5.42617 0.009
C -1.65140 0.72904 -4.38131 -0.232
C -1.20697 2.05247 -4.36852 0.049
C -0.84099 2.29649 -3.02152 -0.291
N -0.95299 1.23861 -2.26954 0.014
N -1.49457 0.28081 -3.12072 0.022
B -1.80515 -1.07703 -2.44358 -0.460
N -0.35507 -1.70594 -2.26915 0.051
N 0.59959 -1.11254 -1.50822 -0.036
C 1.68424 -1.88127 -1.54629 -0.261
C 1.56032 -2.89624 -2.50133 0.051
C 0.26583 -2.76201 -2.96405 -0.217
C -0.47309 -3.50146 -4.03771 -0.001
C 2.89454 -1.60506 -0.72847 -0.164
C 3.49884 -2.60573 0.04874 -0.049
C 4.50601 -2.34354 0.96052 -0.090
C 4.91099 -0.99894 1.13073 -0.098
C 4.42670 0.04632 0.30517 -0.058
C 3.41824 -0.28656 -0.59568 -0.063
N -2.53455 -0.78875 -1.08888 0.048
N -1.93372 -0.30037 0.04412 -0.081
C -2.80047 -0.32902 1.09563 -0.216
C -3.94685 -0.89536 0.61701 0.035
C -3.77578 -1.13783 -0.76239 -0.232
C -4.86034 -1.67265 -1.69246 0.001
C -2.43312 0.18873 2.45839 -0.196
C -2.19101 1.50161 2.66344 -0.065
C -1.96544 1.96252 3.94743 -0.089
C -1.87285 1.10731 5.00209 -0.081
C -2.14472 -0.24574 4.80333 -0.075
C -2.37034 -0.72261 3.53345 -0.035
C -0.44592 3.56087 -2.44822 -0.187
C -0.92774 3.89432 -1.14907 -0.082
C -0.52161 4.99782 -0.44040 -0.099
C 0.41991 5.85815 -1.00389 -0.060
C 0.73035 5.66551 -2.39095 -0.047
C 0.34854 4.49891 -3.07875 -0.023
H -2.49998 0.70574 -6.32918 0.108
H -3.42013 -0.08947 -4.98425 0.047
H -2.18000 -0.93957 -5.71895 0.070
H -1.22132 2.82667 -5.15565 0.126
H -2.55610 -1.81122 -3.07226 0.115
H 2.31140 -3.59006 -2.80824 0.120
H -1.51519 -3.75672 -3.67552 0.103
H 0.07254 -4.35020 -4.25476 0.057
H -0.63300 -2.77998 -4.82140 0.077
H 3.19766 -3.66517 -0.07198 0.127
H 4.89617 -3.12535 1.59725 0.062
H 5.48395 -0.84171 2.04033 0.060
H 4.88107 1.05148 0.36197 0.119
H 2.96002 0.47349 -1.23237 0.097
H -4.89222 -1.09754 1.12729 0.132
H -5.55455 -0.87691 -2.02842 0.103
H -5.28478 -2.40311 -1.02618 0.077
H -4.58458 -2.19020 -2.60669 0.064
H -2.31685 2.18297 1.78790 0.128
H -1.83234 2.95082 4.21953 0.089
H -1.57576 1.47175 5.98646 0.115
H -2.10262 -0.99890 5.61603 0.118
H -2.68740 -1.75058 3.45755 0.115
H -1.71820 3.28431 -0.68726 0.099
H -0.98017 5.24719 0.52240 0.110
H 0.82810 6.68772 -0.43152 0.103
H 1.28375 6.44661 -2.81130 0.080
H 0.59917 4.34019 -4.13095 0.118
N 1.37836 -2.30836 3.19277 0.146
C 0.73849 -3.26298 2.42911 -0.052
C 0.14859 -2.56716 1.42052 -0.123
N 0.47073 -1.23266 1.47651 0.012
C 1.17556 -1.13026 2.57201 -0.296
C 1.72532 0.10785 3.11644 -0.313
N 0.96598 1.16881 3.05994 0.101
C 1.72723 2.18258 3.60295 -0.107
C 2.90513 1.67261 4.08648 -0.067
N 2.90480 0.32281 3.77323 0.110
H 1.78039 -2.45363 4.11887 0.172
H 0.72650 -4.28508 2.66843 0.108
H -0.54329 -3.03645 0.74410 0.118
H 1.30918 3.17891 3.75957 0.111
H 3.73239 2.01274 4.62372 0.097
H 3.71562 -0.35357 3.81137 0.082
I 5.61008 -2.00653 5.54160 0.073
I 7.29342 -3.07492 3.82082 0.113
```



Record 2
C36H34BaCl3GeIN5O2 | the ωB97M-V functional and the def2-TZVPD basis

Properties
Expectation value of S²: 0.7586
Kohn-Sham gap (alpha / beta), hartree: 0.297 / 0.259
LUMO level (alpha / beta), eV: 0.07 / -0.95
2S+1: 2
HOMO level (alpha / beta), Eh: -0.2941 / -0.2941

Structure (XYZ):
```
83
Properties=species:S:1:pos:R:3:lowdin_spin:R:1
Ba 0.16879 -0.95691 1.02700 0.025
C -1.95024 -0.11827 -2.47362 0.000
C -2.56619 -1.46397 -2.29503 0.000
N -3.54417 -1.81495 -3.11453 0.000
C -4.08860 -3.02527 -2.94208 0.000
C -3.70105 -3.93665 -1.97752 0.000
C -4.33865 -5.29468 -1.98362 0.000
O -3.68139 -6.17680 -2.88972 0.000
C -2.66442 -3.56732 -1.10933 0.000
C -2.22680 -4.51614 -0.04420 0.000
N -1.07327 -4.97722 0.20779 0.000
C 0.00982 -4.59253 -0.63094 0.000
C -0.04726 -4.71853 -2.01202 0.000
C 1.04063 -4.36297 -2.79355 0.000
C 2.20534 -3.88843 -2.20910 0.000
C 2.28611 -3.79944 -0.82570 0.000
C 1.19493 -4.17208 -0.04751 0.000
I 1.39283 -3.99020 2.00313 0.000
C -2.09922 -2.31636 -1.26729 0.000
O -1.13830 -1.87282 -0.45093 0.002
H -2.44465 0.41474 -3.28149 0.000
H -0.88347 -0.20016 -2.69355 0.000
H -2.01434 0.48346 -1.56366 0.000
H -4.89857 -3.29003 -3.61444 0.000
H -5.40499 -5.20696 -2.22377 0.000
H -4.26444 -5.79773 -1.01669 0.000
H -3.70273 -5.76772 -3.76110 0.000
H -3.01815 -4.87994 0.60003 0.000
H -0.94691 -5.09978 -2.47232 0.000
H 0.97037 -4.45810 -3.86874 0.000
H 3.05177 -3.59836 -2.81399 0.000
H 3.18182 -3.43247 -0.34557 0.000
C -3.71685 -2.36761 7.51746 0.000
C -2.53913 -3.29120 7.47332 0.000
C -2.12040 -3.98498 8.60337 0.000
C -1.02607 -4.83388 8.57787 0.000
C -0.33474 -5.03027 7.39173 0.000
C -0.75068 -4.37408 6.24319 0.000
C -1.82402 -3.49517 6.29271 0.000
N -2.23796 -2.82821 5.10894 0.004
C -1.44686 -2.07554 4.28764 0.009
N -0.16354 -1.82455 4.75865 0.001
C 0.55804 -0.68607 4.37686 0.077
C 0.09082 0.25962 3.50769 0.634
C 0.70396 1.41978 3.12769 0.088
C 1.96474 1.65035 3.67505 0.036
C 2.50668 0.71730 4.54921 -0.020
C 1.84111 -0.44621 4.91099 0.027
C 2.44708 -1.43793 5.86112 0.009
N -1.78961 -1.56951 3.15563 0.065
C -3.07920 -1.80584 2.60236 0.005
C -3.67662 -3.06233 2.59929 0.002
C -4.90821 -3.26181 1.99077 0.000
C -5.54912 -2.21115 1.36126 0.000
C -4.93995 -0.96581 1.33355 0.000
C -3.70906 -0.74006 1.93452 0.001
C -3.07424 0.61231 1.81445 0.005
H -4.01285 -2.16392 8.54451 0.000
H -4.58778 -2.79202 7.01289 0.000
H -3.49510 -1.41695 7.03138 0.000
H -2.66348 -3.83600 9.52748 0.000
H -0.72079 -5.34550 9.47878 0.000
H 0.50563 -5.70652 7.34673 0.000
H -0.25850 -4.56440 5.29884 0.000
H -3.21880 -2.82433 4.87318 0.000
H 0.07834 -2.22766 5.64961 0.000
H 0.27002 2.11311 2.41959 0.012
H 2.52175 2.53096 3.39021 0.006
H 3.49501 0.87580 4.95889 -0.001
H 3.46746 -1.16365 6.11754 0.001
H 2.46950 -2.44621 5.44286 0.000
H 1.87599 -1.49145 6.79280 0.000
H -3.15242 -3.90792 3.02406 0.000
H -5.34979 -4.25025 1.99773 0.000
H -6.50569 -2.35775 0.88150 0.000
H -5.42557 -0.14381 0.82385 0.000
H -3.83043 1.38039 1.65404 0.000
H -2.42427 0.66313 0.93344 0.000
H -2.47997 0.88228 2.68553 0.006
Cl 2.98611 -0.41086 0.76713 0.001
Ge 1.77203 0.79999 -0.92863 0.000
Cl 1.87218 2.84590 0.04341 0.001
Cl 3.41527 0.99645 -2.35243 0.000
```



Record 3
C36H34BiBrClF3N3O2Te | the ωB97M-V functional and the def2-TZVPD basis

Properties
Total charge: -1
Kohn-Sham gap, hartree: 0.213
LUMO level, eV: 1.73
HOMO level, Eh: -0.1492

Structure (XYZ):
```
82
Properties=species:S:1:pos:R:3:lowdin_charge:R:1
Bi 0.08270 0.57894 1.09890 1.152
Cl -5.63583 -4.45208 -1.37138 0.609
C -4.53064 -3.17389 -0.91768 -0.690
C -4.83736 -1.84337 -1.24886 -0.116
C -3.98023 -0.83697 -0.90918 -0.010
C -2.73981 -1.07712 -0.22997 -0.385
O -1.97219 -0.10364 0.03178 -0.304
C -2.46137 -2.44596 0.10466 -0.141
C -1.27673 -2.88827 0.78039 -0.094
N -0.26757 -2.18285 1.15208 0.025
C 0.83570 -2.83194 1.71644 -0.214
C 1.26125 -4.09569 1.37623 -0.025
C 2.35991 -4.69565 2.02654 -0.081
C 3.03711 -4.03668 3.01116 -0.047
C 2.66641 -2.71395 3.35307 -0.167
C 3.33853 -1.95038 4.33724 -0.014
C 2.94916 -0.66920 4.58720 -0.035
C 1.90113 -0.11466 3.82137 -0.157
N 1.26446 -0.80036 2.90842 -0.029
C 1.59696 -2.09704 2.67923 -0.176
C -3.37800 -3.46023 -0.24866 -0.089
H -5.75854 -1.62581 -1.77481 0.104
H -4.20936 0.19287 -1.15159 0.118
H -1.26790 -3.96460 0.99936 0.120
H 0.74665 -4.63512 0.59147 0.104
H 2.66177 -5.69412 1.73653 0.101
H 3.87193 -4.50059 3.52213 0.108
H 4.16605 -2.39764 4.87612 0.116
H 3.44411 -0.06203 5.33219 0.108
H 1.58413 0.91781 3.94204 0.051
H -3.15131 -4.48831 0.01111 0.106
C 4.97116 5.06744 -3.46245 -0.056
C 4.98193 3.53274 -3.49871 -0.564
C 4.25958 3.05580 -4.76680 -0.054
C 6.43751 3.07110 -3.57970 -0.075
C 4.26904 2.98230 -2.26410 -0.192
C 2.93973 3.31096 -2.02883 -0.105
C 2.29305 2.82688 -0.91303 -0.555
Br 0.48723 3.36834 -0.62229 0.731
C 2.88663 1.98965 0.06027 -0.443
O 2.26107 1.63948 1.14610 -0.379
C 4.23295 1.60981 -0.22442 -0.090
C 4.87567 2.13553 -1.33999 0.010
C 4.97564 0.68501 0.74375 -0.527
C 6.38698 0.33880 0.26174 -0.077
C 5.08501 1.38620 2.10654 -0.042
C 4.22141 -0.64024 0.91542 -0.038
H 5.47377 5.47654 -4.34384 0.078
H 5.48442 5.43173 -2.57045 0.088
H 3.95259 5.45688 -3.44316 0.075
H 4.75099 3.44957 -5.66142 0.078
H 3.22012 3.38612 -4.77853 0.075
H 4.26284 1.96543 -4.82027 0.088
H 6.90563 3.49559 -4.47109 0.079
H 6.50983 1.98387 -3.64766 0.084
H 7.01027 3.39940 -2.71000 0.085
H 2.39326 3.95487 -2.70687 0.094
H 5.90222 1.85093 -1.51200 0.077
H 7.05119 1.20664 0.26888 0.082
H 6.37652 -0.08163 -0.74638 0.083
H 6.81752 -0.40677 0.93419 0.078
H 5.65180 2.31533 2.01222 0.086
H 5.59309 0.74132 2.83170 0.079
H 4.08938 1.62257 2.48232 0.068
H 4.05807 -1.12345 -0.05240 0.096
H 3.25799 -0.46192 1.37719 0.046
H 4.80114 -1.32354 1.54309 0.081
F -2.40442 -2.32026 -5.72530 0.130
C -2.83471 -2.12024 -4.45621 -0.579
F -3.13682 -3.32746 -3.95888 0.139
F -3.97760 -1.41992 -4.54860 0.136
C -1.79128 -1.40850 -3.64242 -0.124
C -0.85399 -2.12924 -2.92388 0.003
C 0.12090 -1.42069 -2.23684 -0.139
N 0.20066 -0.09521 -2.23498 0.068
C -0.71913 0.58315 -2.91365 -0.133
C -1.73348 -0.02541 -3.63727 0.008
H -0.89014 -3.20895 -2.88420 0.122
H 0.86780 -1.94446 -1.64882 0.106
H -0.64517 1.66346 -2.86420 0.080
H -2.46536 0.56696 -4.16844 0.122
Te -1.18308 1.91997 3.04601 -0.131
```